1.
The ion C9H17FN5S with charge +1. Source: OMol25; level of theory: wB97M-V/def2-TZVPD.

Last column: Löwdin charge in e.
Element x y z (Å)
1 S -3.1508 -1.1895 3.0265  0.96
2 F -0.5701 -2.5294 2.1469  0.13
3 N -1.0345 -1.5806 1.3379  -0.02
4 N -2.1901 -0.9001 1.6516  -0.35
5 N 0.5843 -1.5644 -0.3677  0.15
6 N -2.8532 3.3164 0.9980  0.13
7 N -1.3645 -0.1648 -0.2670  0.24
8 C 2.4727 -1.8459 -1.8326  -0.04
9 C -2.3363 -0.0386 0.6207  -0.29
10 C 2.4726 0.7781 0.6974  -0.09
11 C -2.8398 2.3266 0.2195  -0.23
12 C 2.5787 0.9850 -0.8254  -0.23
13 C -0.5274 -1.1244 0.1778  -0.29
14 C 1.4159 0.4492 -1.6612  -0.17
15 C 1.1807 -1.0611 -1.6355  -0.32
16 C -3.4390 0.9528 0.5132  -0.08
17 H 2.2747 -2.8893 -2.0755  0.09
18 H 2.6920 1.7047 1.2250  0.07
19 H 2.6255 2.0568 -1.0182  0.11
20 H 1.0632 -2.3200 0.0989  0.16
21 H -2.3467 2.4268 -0.7472  0.11
22 H 3.5255 0.5827 -1.1879  0.10
23 H -2.2226 -0.7798 3.9085  -0.09
24 H 3.0868 -1.8099 -0.9299  0.09
25 H 1.6173 0.6790 -2.7104  0.13
26 H 0.5062 0.9916 -1.4054  0.10
27 H 1.4727 0.4756 1.0115  0.05
28 H 0.4979 -1.3374 -2.4405  0.15
29 H 3.0581 -1.3958 -2.6306  0.10
30 H 3.1881 0.0411 1.0619  0.07
31 H -3.3417 3.1237 1.8746  0.06
32 H -3.9849 0.9989 1.4540  0.09
33 H -4.1113 0.6419 -0.2887  0.14

Cartesian forces, eV/Å:
0.1 -0.3 0.0
0.0 0.0 0.0
0.0 -0.1 -0.1
-0.2 0.3 0.0
-0.1 0.0 0.0
0.0 -0.1 -0.1
-0.1 0.0 -0.1
0.0 0.0 0.2
0.2 -0.1 -0.1
0.1 0.1 0.0
0.0 0.1 0.0
-0.1 0.1 0.1
-0.1 -0.2 0.1
0.1 0.0 0.0
0.2 -0.2 -0.1
0.2 0.2 0.3
0.0 0.0 0.0
0.0 0.0 0.0
0.0 0.0 -0.1
0.0 0.0 0.0
0.0 0.0 0.0
0.0 0.0 0.0
-0.1 0.2 0.1
0.0 0.0 0.0
0.0 0.0 0.0
-0.1 -0.1 0.0
0.0 0.0 0.0
-0.1 0.1 0.0
0.0 -0.1 -0.1
-0.1 -0.1 0.0
0.0 0.0 0.0
-0.1 -0.1 0.0
0.0 0.0 0.0

HOMO-LUMO gap: 9.9 eV
HOMO energy: -13.24 eV
total charge: +1
LUMO level: -3.3271 eV

2.
An isolated molecule of C6H13NO2 in a non-equilibrium geometry. Source: OMol25; level of theory: wB97M-V/def2-TZVPD.

Last column: Löwdin charge in e.
Element x y z (Å)
1 O 1.4394 1.7713 1.4614  -0.05
2 O 0.4542 -0.0750 2.4292  -0.09
3 N -1.7198 -1.1714 1.1018  0.16
4 C 0.5262 -1.2729 -1.9177  -0.11
5 C -0.3319 1.7248 -0.8415  -0.05
6 C 0.7438 -0.6855 -0.5316  -0.13
7 C -0.2760 0.5767 0.1509  -0.40
8 C -1.3832 -0.2999 0.1451  -0.13
9 C 0.2630 1.0520 1.5764  -0.40
10 H 0.6667 2.1258 -0.9986  0.08
11 H 1.6593 -0.0843 -0.5291  0.10
12 H -1.0712 -1.2764 1.8774  0.10
13 H 1.4404 -1.7550 -2.2722  0.07
14 H 0.2744 -0.5031 -2.6479  0.07
15 H -0.9516 2.5243 -0.4374  0.09
16 H 2.2018 1.1731 1.3088  0.08
17 H -0.2613 -2.0248 -1.9220  0.07
18 H -2.0793 -0.2208 -0.6798  0.14
19 H -2.5300 -1.7669 1.0302  0.12
20 H 0.8272 0.2262 3.2694  0.09
21 H 0.8505 -1.4528 0.2311  0.10
22 H -0.7424 1.4146 -1.8040  0.07

Cartesian forces, eV/Å:
0.5 -0.2 -0.1
0.5 -0.8 0.0
0.6 0.4 -0.2
-0.3 0.2 0.1
-0.2 -0.1 0.1
0.1 1.3 0.7
1.9 -1.0 1.1
-1.5 -0.5 -0.1
-1.2 0.5 -1.3
0.0 0.0 0.0
0.2 -0.1 0.0
-0.2 0.2 0.1
0.0 0.0 0.1
0.0 0.0 0.0
0.0 0.0 0.0
0.0 -0.1 0.0
-0.1 0.0 0.0
-0.2 -0.1 -0.1
0.3 0.1 -0.1
-0.3 0.2 -0.4
-0.1 0.1 0.0
0.0 0.0 0.0

HOMO-LUMO gap (spin up / spin down): 6.4 / 5.4 eV
HOMO energy (spin up / spin down): -5.77 / -5.08 eV
ΔE to the lowest compared entry with this formula, charge and spin: 483.61 kJ/mol
LUMO level (spin up / spin down): 0.6426 / 0.3011 eV

3.
A cluster of 9 separate species, C16H24ClN8O4 in total in a non-equilibrium geometry. Source: OMol25; level of theory: wB97M-V/def2-TZVPD.

Last column: Löwdin charge in e.
Element x y z (Å)
1 Cl -7.1108 -0.9354 -8.5833  0.80
2 O -7.0679 -2.3724 -8.7090  -0.39
3 O -6.3025 -0.5475 -7.4941  -0.42
4 O -8.4461 -0.5128 -8.4228  -0.54
5 O -6.5338 -0.4064 -9.8043  -0.35
6 N -3.4801 -1.3960 -7.6788  0.15
7 N -5.6791 -1.4351 -3.7687  0.11
8 N -9.9344 3.3358 -9.0374  0.17
9 N -10.0972 -0.4680 -12.3123  0.14
10 N -1.9008 -0.1395 -10.2497  0.09
11 N -9.0114 3.5083 -6.4353  0.11
12 N -6.3507 -4.0821 -6.0203  0.16
13 N -7.5345 3.9542 -7.7494  0.12
14 C -4.0905 -2.3218 -7.7420  -0.26
15 C -8.8270 0.9665 -7.1895  -0.11
16 C -8.9904 2.4200 -6.8081  -0.30
17 C -5.2533 -0.9866 -4.7742  -0.25
18 C -9.3635 2.3837 -9.3691  -0.24
19 C -4.9667 -3.4867 -7.8217  -0.05
20 C -4.4492 -0.2811 -9.5565  -0.13
21 C -8.6759 1.1352 -9.7535  -0.10
22 C -3.0118 -0.1957 -9.9412  -0.25
23 C -4.8470 -0.4913 -6.0424  -0.16
24 C -8.5510 -3.2990 -7.1848  -0.06
25 C -6.8317 3.0167 -7.6076  -0.21
26 C -9.6623 -1.0820 -11.4181  -0.27
27 C -7.3430 -3.6720 -6.4757  -0.23
28 C -9.1791 -2.0136 -10.3823  -0.06
29 C -6.0393 1.7745 -7.6182  -0.08
30 H -9.0305 -4.2728 -7.2840  0.10
31 H -7.6860 0.8613 -9.3885  0.04
32 H -9.2913 0.2511 -9.5869  0.06
33 H -5.9309 1.4358 -8.6486  0.07
34 H -5.0290 -1.1779 -6.8692  0.02
35 H -4.7112 -3.9489 -8.7752  0.11
36 H -9.6686 0.5581 -7.7491  0.11
37 H -4.7880 0.6234 -9.0513  0.06
38 H -8.5461 1.2733 -10.8269  0.10
39 H -6.5469 0.9364 -7.1407  0.02
40 H -8.6080 0.4549 -6.2523  0.12
41 H -3.7977 -0.2428 -5.8828  0.11
42 H -9.0705 -2.9995 -10.8342  0.11
43 H -5.2288 -0.3826 -10.3116  0.05
44 H -5.4452 0.4043 -6.2101  0.06
45 H -10.0225 -1.9214 -9.6979  0.11
46 H -8.2419 -1.6220 -9.9867  0.02
47 H -7.9510 0.7945 -7.8149  0.00
48 H -4.6015 -4.0438 -6.9589  0.08
49 H -6.0373 -3.2921 -7.8848  0.01
50 H -9.2415 -2.6056 -6.7047  0.10
51 H -5.0878 1.9392 -7.1125  0.11
52 H -4.4268 -1.1438 -8.8907  0.00
53 H -8.3675 -2.9314 -8.1944  0.01

Cartesian forces, eV/Å:
1.0 -3.4 -2.0
1.9 2.0 -2.2
-3.4 -2.5 -2.2
1.6 -9.0 0.5
-5.7 -0.6 1.1
6.0 1.4 1.0
1.3 1.3 -2.7
0.2 -1.2 -1.3
0.9 -1.1 1.9
-0.5 -0.1 0.1
-2.6 -1.5 2.3
-3.5 0.4 0.9
5.5 -1.8 -1.6
-1.5 -6.1 -0.4
-0.5 4.5 2.8
-2.1 -1.5 2.2
-2.2 -2.1 3.9
-0.4 0.5 0.0
2.6 0.1 -1.1
3.3 0.9 -2.0
-1.0 2.8 -3.3
-0.3 0.6 -0.4
1.2 1.4 3.4
-2.0 -1.5 0.5
0.0 3.3 -1.9
-0.7 0.4 -2.8
1.2 -0.6 1.8
-0.9 1.1 -1.6
-0.5 2.4 0.7
-0.7 0.0 0.1
-1.2 2.7 -1.0
-0.5 1.8 -1.2
0.0 0.9 0.3
0.7 1.1 3.2
0.3 -0.4 0.0
-0.5 1.1 1.3
1.3 -0.6 0.0
0.0 -0.2 -0.3
0.4 2.6 0.4
-0.4 -0.3 0.0
0.0 0.2 -0.4
-0.1 0.0 0.2
3.7 -0.1 -1.4
1.3 -0.3 1.0
0.4 -0.8 0.7
-1.7 -1.2 -1.6
-1.7 3.2 2.3
-0.4 -0.5 -0.6
2.2 -0.1 0.4
0.3 -0.1 0.5
0.1 0.1 -0.5
-1.4 1.7 -2.3
-1.0 -1.0 1.2

HOMO-LUMO gap: 8.1 eV
HOMO energy: -5.98 eV
ΔE to the lowest compared entry with this formula, charge and spin: 2049.51 kJ/mol
total charge: -1
LUMO level: 2.1511 eV

4.
A structure of composition C32H78F6N6O10Zn in a non-equilibrium geometry. Source: OMol25; level of theory: wB97M-V/def2-TZVPD.

Last column: Löwdin charge in e.
Element x y z (Å)
1 Zn -0.8610 -0.4914 -1.4116  0.67
2 F -5.0107 -1.0019 1.2116  0.13
3 F 2.0508 3.0825 -3.4075  0.08
4 F -6.0853 0.6831 0.3237  0.16
5 F 0.6131 4.2772 -4.2201  0.14
6 F 0.7099 2.3393 -5.0910  0.12
7 F -5.2770 -0.7539 -0.9186  0.15
8 O -2.0964 -0.7762 -3.0809  -0.28
9 O 1.3390 -5.9954 0.3664  -0.23
10 O -2.4899 0.2130 -0.2172  -0.22
11 O -1.5770 -2.6422 -0.7719  -0.26
12 O -3.2535 1.2800 1.5885  -0.11
13 O 2.4393 3.6225 0.9676  -0.23
14 O 0.4032 -0.1332 6.6255  -0.22
15 O -1.6507 2.9520 -3.3359  -0.13
16 O -0.3204 1.3617 -2.1755  -0.22
17 O 3.2771 -0.9005 -2.0647  -0.26
18 N 0.7273 -4.5138 -2.0266  0.04
19 N -0.5453 4.3580 3.0053  0.04
20 N 0.3169 -0.5390 0.2705  0.07
21 N 2.5546 1.0396 -0.3468  0.08
22 N -0.6593 0.6065 3.1869  0.05
23 N 0.5332 -1.6778 -2.8067  0.06
24 C 2.7526 4.5310 -0.0818  -0.07
25 C 1.7991 4.9070 3.3856  -0.05
26 C -0.8087 0.4138 4.5752  -0.43
27 C -3.0705 0.1393 -3.5782  -0.04
28 C -1.4821 -1.6230 -4.0511  -0.15
29 C 0.7474 4.6730 2.3483  -0.46
30 C -3.6526 4.4157 -3.8446  -0.05
31 C 0.7728 3.0157 -3.9072  -0.51
32 C 1.1007 3.5127 1.4277  -0.18
33 C 0.5045 -2.0058 0.4361  -0.38
34 C -0.7851 -2.8356 0.4306  -0.14
35 C -1.6522 -0.9465 4.6576  -0.01
36 C -5.0451 -0.1050 0.2102  -0.60
37 C -0.2863 0.6312 7.6528  -0.07
38 C 0.5302 0.4224 5.3216  -0.19
39 C 3.9085 0.6287 -0.3118  -0.44
40 C 0.0294 -1.2747 -4.1434  -0.33
41 C 3.9369 -0.8387 -0.7959  -0.15
42 C -0.3618 2.6292 -2.7868  -0.36
43 C 3.1292 -4.5629 -1.8344  -0.05
44 C 4.5232 0.7794 1.0772  -0.04
45 C -3.9207 2.5524 1.9545  -0.24
46 C 0.8459 -6.9376 1.4201  -0.03
47 C -4.0613 2.7102 3.4600  -0.08
48 C 0.8154 -1.9940 -5.3226  -0.03
49 C -2.7760 -3.3802 -1.1015  -0.04
50 C -3.6838 0.7264 0.2899  -0.36
51 C 1.3739 -2.1896 1.6686  -0.04
52 C 3.9579 -0.3680 -3.2108  -0.06
53 C 1.4893 -6.5445 -0.9260  -0.19
54 C 1.8705 -5.4124 -1.9716  -0.37
55 C -2.4003 4.1521 -2.9003  -0.20
56 H 1.4505 -1.4397 -2.4576  0.06
57 H -1.9251 -1.1984 5.6824  0.06
58 H 3.9515 -5.2251 -1.5634  0.08
59 H 2.5665 2.0101 -0.0673  0.05
60 H 4.8579 -0.9341 -3.4508  0.09
61 H -3.4185 -3.4110 -0.2215  0.09
62 H -2.7026 0.4538 -4.5548  0.10
63 H 0.6195 -7.1385 -1.2066  0.12
64 H 0.4959 -4.4966 -1.0436  0.03
65 H 2.0401 -3.0500 1.6041  0.08
66 H 4.1960 0.6912 -3.1127  0.08
67 H -1.5367 -2.6302 -3.6381  0.11
68 H -1.1325 -1.7674 4.1635  0.07
69 H 1.9346 3.9151 3.8166  0.09
70 H 2.1860 5.4459 0.0919  0.09
71 H 1.2155 -0.0821 0.3330  0.04
72 H 0.1997 -0.2116 -4.3135  0.12
73 H -4.9371 2.1201 3.7302  0.07
74 H 0.7722 -3.0721 -5.1680  0.07
75 H -3.8991 1.5727 -0.3625  0.13
76 H 0.8650 1.4551 5.4191  0.11
77 H 1.6270 -7.6957 1.3626  0.07
78 H -2.5255 -4.4127 -1.3449  0.08
79 H -0.1513 -0.1822 1.0912  0.06
80 H -1.2401 4.2141 2.2865  0.05
81 H -2.7317 4.1224 -1.8623  0.09
82 H 0.9832 2.6489 2.0821  0.11
83 H 3.7591 0.5999 1.8335  0.07
84 H 0.8369 -2.6350 -2.9141  0.04
85 H 4.5241 1.2655 -0.9471  0.13
86 H -0.1065 -4.9382 -2.4073  0.09
87 H -3.2676 -2.8798 -1.9357  0.09
88 H 0.2738 3.4651 0.7191  0.13
89 H -0.0688 -7.4673 1.1538  0.08
90 H -1.4977 0.3020 2.7132  0.05
91 H 3.3918 -1.5005 -0.1228  0.10
92 H 0.7888 -2.1469 2.5872  0.07
93 H 3.7889 4.7493 -0.3396  0.09
94 H 0.5129 5.6300 1.8822  0.13
95 H 4.9180 -1.3013 -0.9041  0.13
96 H -0.1219 0.1464 8.6150  0.08
97 H -2.6459 -0.7176 4.2727  0.07
98 H -2.0498 -1.5861 -4.9809  0.13
99 H 3.3634 -4.0016 -2.7389  0.08
100 H 1.4726 5.5500 4.2030  0.08
101 H -4.0570 3.4963 -4.2679  0.06
102 H -3.9875 -0.4348 -3.7109  0.10
103 H 1.0714 -2.4453 -0.3846  0.10
104 H 2.0527 -1.3411 1.7545  0.07
105 H 4.6284 1.8254 1.3653  0.07
106 H 2.3057 -7.2638 -0.8616  0.11
107 H -3.2540 3.3803 1.7136  0.09
108 H 3.1093 -3.8064 -1.0499  0.06
109 H -4.8937 2.7962 1.5279  0.11
110 H 0.9098 -6.6034 2.4557  0.09
111 H 2.2793 1.1273 -1.3146  0.08
112 H 0.2973 -1.7631 -6.2534  0.07
113 H -4.3332 3.7398 3.6924  0.08
114 H -1.3810 1.2459 4.9852  0.11
115 H 1.8688 -1.7582 -5.4742  0.06
116 H -3.1630 0.9832 -2.8945  0.08
117 H -1.3239 0.5688 7.3245  0.08
118 H -1.3718 -2.5755 1.3116  0.13
119 H 1.9715 -5.7050 -3.0167  0.13
120 H -0.2348 3.3284 -1.9603  0.12
121 H -0.5020 -3.8873 0.4738  0.11
122 H -4.4704 4.9405 -3.3507  0.07
123 H -3.1402 2.3896 3.9466  0.06
124 H -1.7012 4.9822 -2.7996  0.10
125 H 0.1450 1.6319 7.6805  0.08
126 H -0.6972 1.6145 3.1353  0.05
127 H -3.1512 4.9421 -4.6568  0.07
128 H -0.8031 5.0712 3.6723  0.07
129 H 1.2833 -0.1204 4.7503  0.12
130 H 5.4056 0.1611 1.2422  0.08
131 H 2.6115 5.3502 2.8097  0.08
132 H 2.4438 4.1360 -1.0496  0.07
133 H 3.2106 -0.4547 -3.9995  0.08

Cartesian forces, eV/Å:
-0.7 1.5 0.2
-0.7 -0.5 0.2
-0.2 -1.8 -0.1
-1.2 1.1 1.0
-1.2 1.9 -0.8
0.5 -0.2 1.2
0.7 -0.7 -0.9
0.2 -0.5 0.1
-1.5 0.7 1.6
-2.3 -1.0 0.7
0.8 0.7 -0.4
-3.2 0.9 0.1
0.9 -0.6 -0.2
0.8 -0.5 0.7
-0.9 0.6 -0.5
0.7 2.1 -2.2
0.2 -0.3 -0.1
-0.3 0.4 0.8
0.7 -1.3 0.0
-1.2 -1.7 -0.5
-0.5 1.1 -0.1
0.8 1.2 -1.4
-0.1 -0.1 -0.2
-1.7 0.2 -0.8
-0.3 -0.4 -0.2
-1.2 -2.5 1.3
0.4 -0.5 -0.5
0.6 0.2 0.1
-1.8 1.2 0.9
2.4 -0.5 0.3
-0.9 -0.3 1.0
-0.4 1.4 0.8
0.6 0.1 0.0
-1.1 -0.1 -0.1
0.3 1.8 1.5
2.9 -0.1 1.3
0.6 -0.8 -2.0
-1.0 0.0 0.6
1.9 -1.2 0.4
1.6 -0.1 -0.7
0.2 0.7 -0.9
-0.3 -2.0 2.0
0.5 -0.4 1.4
-1.2 0.3 0.6
1.3 0.0 0.6
2.2 -0.7 -2.1
-0.7 -0.9 -0.5
-1.5 -0.1 0.7
1.0 0.2 1.5
3.8 0.8 -2.3
0.2 -0.2 0.5
-0.7 -0.2 0.6
2.0 -0.3 -0.2
-1.2 0.1 -0.7
0.0 -0.8 0.3
0.5 2.0 -0.5
0.6 -0.3 0.2
0.3 0.1 -0.3
-0.4 0.2 0.6
0.1 -0.1 0.0
-0.3 0.2 -0.1
-0.2 0.5 0.0
-0.4 0.4 -0.4
-0.4 1.0 0.3
-0.4 -0.4 0.3
0.1 0.1 0.2
-0.1 -0.2 -0.2
-0.2 0.1 0.0
1.0 0.1 0.1
0.3 0.3 -0.2
0.6 0.4 -0.8
-0.5 0.2 0.4
0.3 -0.3 0.6
-0.1 -0.2 -0.1
-0.6 0.7 0.1
0.2 0.3 -0.2
0.0 -0.6 0.3
0.1 -0.1 -0.2
-0.7 0.0 0.2
-0.4 0.2 0.2
-0.2 -1.1 0.3
0.6 -0.4 -0.3
-0.2 -1.1 0.1
-1.3 -1.2 0.4
0.3 -0.2 -0.6
0.0 -0.4 -0.5
0.2 0.1 0.2
0.5 -0.3 -1.0
-0.3 0.6 0.0
-0.3 0.1 -0.3
-0.3 0.2 0.0
0.0 -0.4 0.1
0.4 -0.3 1.4
0.7 0.1 -1.0
0.5 0.4 0.1
0.0 -0.1 -0.2
0.2 -0.2 -0.8
0.2 0.1 -0.2
-0.2 -0.3 -0.2
0.0 0.3 -0.2
0.2 -0.2 0.3
-0.3 0.3 0.1
0.2 0.7 -0.5
0.0 0.1 -0.1
0.9 0.3 -0.6
0.3 -0.3 -0.2
0.3 -0.1 -0.9
-0.4 -0.1 0.3
0.1 -0.7 -0.6
-0.4 0.9 -0.5
-0.6 -0.5 -0.4
0.0 -0.1 -0.1
0.3 0.1 0.0
-0.5 -0.1 0.4
-0.1 0.5 0.5
0.1 -0.3 -0.1
-0.3 0.7 0.7
-0.3 0.0 0.1
-0.1 -1.5 0.2
0.7 0.8 -0.1
0.1 -0.2 0.3
0.4 0.3 -0.1
-0.2 0.1 0.3
0.0 0.4 -1.0
-0.4 0.3 0.0
0.3 0.4 -1.1
-0.9 0.4 -0.3
-0.2 0.1 -0.3
0.0 -0.3 0.2
0.0 0.3 0.0
0.6 -0.3 0.8
-0.7 -0.2 -0.1
0.3 0.0 -0.2

HOMO-LUMO gap: 7.8 eV
HOMO energy: -7.49 eV
ΔE to the lowest compared entry with this formula, charge and spin: 361.88 kJ/mol
LUMO level: 0.3201 eV